Entry 1:
23
Properties=species:S:1:pos:R:3:forces:R:3:nbo_charge:R:1 method="wB97M-V/def2-TZVPD" homo_ev=-7.5 gap_ha=0.271 lumo_ev=-0.1 spin_multiplicity=1 total_energy_ev=-15555.00699 total_charge=0
C -2.1087 -2.5105 -1.7836 -1.727 -2.052 0.974 -0.5143
C -1.5323 -1.9694 -0.7388 0.124 0.336 -0.391 0.1927
C -1.5327 -2.4812 0.6053 0.122 0.207 1.693 -0.6231
C -2.6628 -3.0209 0.9986 -2.380 -1.262 -0.186 0.7514
O -3.7308 -3.5348 1.1293 2.861 1.259 0.129 -0.4657
N -0.8295 -0.7881 -0.8107 1.262 0.850 1.519 -0.4254
N -0.0792 -0.4637 0.2805 0.984 0.823 -0.203 -0.2447
C 0.5733 0.6525 0.3221 -1.335 -1.380 -0.832 0.1878
C 0.4792 1.6311 -0.7356 1.686 1.510 0.608 -0.2681
C 1.3147 2.6870 -0.7038 2.389 -0.227 1.097 -0.1623
C 2.4646 2.7084 0.2715 -4.185 -2.815 0.519 -0.2448
C 2.5009 1.8606 1.2990 0.429 -0.459 -0.011 -0.1331
C 1.2756 0.9808 1.5849 -0.297 2.413 -0.653 -0.4758
H -1.9181 -2.1783 -2.7268 0.218 1.100 -2.498 0.1940
H -2.8316 -3.3368 -1.6712 0.775 0.365 -0.054 0.2081
H -0.6816 -1.9819 1.1473 -1.310 -1.266 0.283 0.3270
H -0.6814 -0.2083 -1.6019 -0.419 -0.325 -0.951 0.3808
H -0.1388 1.4721 -1.5596 -1.089 0.044 -1.089 0.1992
H 1.5877 3.4637 -1.4009 -1.399 -0.044 -0.895 0.2173
H 3.2117 3.3473 0.0916 2.773 2.298 -0.689 0.2000
H 3.4500 1.8585 1.8382 -0.573 -0.358 0.488 0.2158
H 1.3236 0.0776 2.1540 0.502 -0.160 0.705 0.2485
H 0.5462 1.7340 2.0105 0.590 -0.859 0.436 0.2347



Entry 2:
94
Properties=species:S:1:pos:R:3:forces:R:3:lowdin_charge:R:1 method="wB97M-V/def2-TZVPD" homo_ev=-8.0 smiles="COC[C@@H](CCOC(C)=O)OC.CCN(CC)CC.CCN(CC)CC.CCN(CC)CC" gap_ha=0.314 lumo_ev=0.5 spin_multiplicity=1 total_energy_ev=-40609.39455 total_charge=0
C -2.3120 -2.8688 -0.3711 -0.281 0.044 0.126 -0.0947
O -1.9823 -2.0114 0.7072 0.110 0.021 -0.261 -0.1739
C -0.6158 -1.6867 0.8208 0.091 0.037 0.093 -0.1678
C 0.2090 -2.6972 1.6360 -0.041 0.224 -0.133 -0.3262
C 1.5682 -2.0782 2.0129 0.061 -0.263 0.028 -0.0839
C 2.7793 -2.6556 1.2797 0.179 0.168 0.137 -0.1447
O 3.3242 -1.6303 0.4182 -0.341 -0.254 -0.395 -0.0451
C 4.2552 -2.1143 -0.4633 0.528 0.138 0.259 -0.5261
C 3.8441 -1.9855 -1.9048 -0.175 -0.219 0.052 0.0230
O 5.3060 -2.5648 -0.0940 -0.430 -0.058 -0.127 0.1290
O -0.4842 -3.0211 2.8266 0.133 0.026 0.053 -0.1555
C -1.2556 -4.2066 2.8123 -0.106 0.036 -0.067 -0.0824
H -3.2432 -2.5072 -0.8203 0.104 -0.046 0.080 0.0814
H -2.4867 -3.8894 -0.0087 0.122 0.046 -0.157 0.0774
H -1.5398 -2.8716 -1.1480 0.007 -0.046 0.089 0.0889
H -0.5548 -0.7148 1.3252 -0.149 -0.147 0.017 0.1268
H -0.1694 -1.5665 -0.1783 0.066 0.021 0.101 0.1303
H 0.3804 -3.6017 1.0343 -0.118 -0.041 0.137 0.1431
H 1.5458 -0.9982 1.8348 0.100 -0.079 0.107 0.1165
H 1.6987 -2.2417 3.0865 -0.097 0.110 -0.126 0.1127
H 3.5597 -2.9815 1.9715 -0.061 0.043 -0.054 0.1268
H 2.5022 -3.5163 0.6567 -0.008 0.077 0.084 0.1281
H 4.0882 -0.9859 -2.2720 0.013 -0.081 0.010 0.0766
H 2.7663 -2.1370 -2.0044 0.125 0.096 0.006 0.0850
H 4.3748 -2.7453 -2.4796 0.045 0.245 -0.043 0.0923
H -2.2242 -3.9991 3.2736 0.095 -0.018 -0.022 0.0945
H -1.4368 -4.5623 1.7930 0.039 0.007 0.110 0.0709
H -0.7462 -4.9923 3.3813 -0.039 0.025 -0.062 0.0886
C -0.6168 1.6133 7.6243 0.008 0.014 0.019 -0.0920
C 0.7377 1.3807 6.9719 -0.037 0.037 0.018 -0.2770
N 0.7598 0.2099 6.1145 0.010 -0.003 -0.012 -0.1971
C 2.0976 -0.2067 5.7397 0.148 -0.086 -0.022 -0.2486
C 2.9397 0.7434 4.8785 0.019 -0.048 -0.023 -0.0809
C -0.2384 0.1867 5.0584 -0.142 -0.019 -0.147 -0.2371
C -0.2529 1.3514 4.0585 -0.031 -0.044 -0.037 -0.0795
H -0.9553 0.7126 8.1379 -0.002 -0.014 -0.016 0.0795
H -0.5416 2.4190 8.3557 0.000 0.002 -0.001 0.0713
H -1.3785 1.9014 6.8990 0.000 -0.001 -0.007 0.0635
H 1.4804 1.2163 7.7576 0.031 -0.007 -0.022 0.1165
H 1.0422 2.3024 6.4498 0.001 -0.001 0.003 0.1019
H 2.0216 -1.1708 5.2287 -0.070 0.004 0.003 0.0994
H 2.6472 -0.4059 6.6653 -0.035 0.044 0.029 0.1098
H 2.5873 0.7860 3.8484 -0.024 0.027 0.006 0.0481
H 3.9738 0.3940 4.8518 -0.002 -0.006 0.004 0.0711
H 2.9470 1.7573 5.2803 -0.010 0.006 0.006 0.0659
H -1.2247 0.1318 5.5253 0.023 0.019 0.051 0.1032
H -0.1331 -0.7529 4.5093 0.068 -0.022 0.048 0.1019
H -0.2002 2.3198 4.5587 -0.002 0.003 0.009 0.0651
H -1.1845 1.3297 3.4889 0.000 -0.010 -0.001 0.0708
H 0.5673 1.2963 3.3431 0.035 0.034 0.034 0.0485
C 3.4990 3.9683 -4.7847 -0.013 0.002 0.017 -0.0909
C 4.1448 2.6514 -4.3814 -0.002 0.045 0.015 -0.2770
N 4.5233 1.8334 -5.5196 -0.006 -0.004 0.016 -0.2029
C 4.8427 0.4624 -5.1688 -0.034 -0.112 0.023 -0.2524
C 6.0575 0.2082 -4.2682 -0.010 -0.069 -0.023 -0.0867
C 5.4031 2.4698 -6.4859 0.043 0.066 -0.088 -0.2466
C 6.7417 3.0235 -5.9819 0.015 -0.011 -0.048 -0.0815
H 2.6676 3.7950 -5.4690 0.009 -0.008 -0.015 0.0799
H 3.1160 4.4782 -3.9001 0.002 0.002 0.001 0.0724
H 4.2070 4.6422 -5.2681 0.007 -0.001 -0.004 0.0641
H 3.4228 2.0729 -3.7977 0.020 -0.031 0.005 0.1151
H 4.9883 2.8625 -3.7046 -0.006 0.000 0.002 0.1026
H 4.9613 -0.1038 -6.0966 0.016 0.030 -0.019 0.1120
H 3.9563 0.0445 -4.6785 -0.005 0.037 0.016 0.1007
H 6.9986 0.3610 -4.7944 0.000 0.049 0.011 0.0566
H 6.0464 -0.8280 -3.9235 0.017 0.000 -0.003 0.0617
H 6.0508 0.8476 -3.3842 -0.001 0.012 -0.001 0.0688
H 4.8510 3.2871 -6.9560 -0.021 0.006 0.037 0.1012
H 5.5866 1.7477 -7.2854 0.003 -0.030 0.024 0.1135
H 6.6173 3.6241 -5.0797 -0.015 0.008 0.000 0.0657
H 7.1798 3.6699 -6.7446 0.001 -0.008 -0.006 0.0715
H 7.4635 2.2369 -5.7675 -0.018 0.001 0.051 0.0541
C -6.9940 0.2469 -3.8924 0.015 -0.011 -0.012 -0.0920
C -6.3290 -0.0408 -2.5547 -0.019 -0.023 -0.037 -0.2798
N -6.5843 0.9861 -1.5617 0.010 -0.008 0.001 -0.2034
C -5.7168 0.8999 -0.4004 0.116 0.027 0.051 -0.2493
C -5.8257 -0.3391 0.4952 0.040 0.029 0.072 -0.0827
C -7.9848 1.2692 -1.2973 -0.108 0.038 -0.009 -0.2476
C -8.8802 0.1069 -0.8497 -0.028 0.038 0.025 -0.0823
H -6.7299 1.2443 -4.2459 -0.008 0.012 0.014 0.0797
H -6.6622 -0.4802 -4.6346 -0.002 -0.002 0.000 0.0714
H -8.0809 0.1800 -3.8342 -0.005 0.001 0.006 0.0636
H -5.2461 -0.0786 -2.7037 0.010 -0.005 0.036 0.1148
H -6.6285 -1.0473 -2.2192 0.004 0.002 -0.004 0.1014
H -5.8775 1.7949 0.2067 -0.044 0.002 -0.011 0.1110
H -4.6866 0.9700 -0.7640 -0.012 -0.030 -0.036 0.1082
H -6.7361 -0.3356 1.0935 -0.024 -0.024 -0.040 0.0550
H -4.9815 -0.3645 1.1870 0.010 -0.007 -0.010 0.0692
H -5.7983 -1.2633 -0.0841 -0.014 0.001 -0.014 0.0612
H -8.4175 1.7038 -2.2018 0.026 -0.024 -0.023 0.1007
H -8.0212 2.0643 -0.5486 0.028 -0.014 0.022 0.1134
H -8.7501 -0.7714 -1.4839 0.003 0.004 -0.015 0.0649
H -9.9281 0.4052 -0.9189 0.002 0.006 0.007 0.0709
H -8.6927 -0.1896 0.1811 0.036 -0.036 -0.020 0.0538



Entry 3:
11
Properties=species:S:1:pos:R:3:forces:R:3:nbo_charge:R:1 method="wB97M-V/def2-TZVPD" homo_ev=-9.7 gap_ha=0.379 lumo_ev=0.7 spin_multiplicity=1 total_energy_ev=-7661.56567 total_charge=0
H -2.4454 1.4096 -0.2855 0.084 -0.025 -0.012 0.3555
N -1.4908 1.5491 0.0322 0.019 -0.328 -0.039 -0.6468
C -0.8169 0.4642 0.0093 0.026 0.247 0.078 0.3343
C -1.3881 -0.7911 -0.4885 -0.543 -0.787 -0.373 0.1994
N -1.9538 -1.7152 -0.8958 0.696 0.890 0.415 -0.2705
N 0.4485 0.4174 0.5243 -0.111 0.190 -0.009 -0.5808
C 1.5141 -0.4860 0.1345 0.062 -0.163 -0.040 -0.4151
H 0.7325 1.3422 0.8195 0.025 -0.084 0.006 0.4028
H 1.1230 -1.4930 -0.0320 -0.013 0.154 0.015 0.2173
H 2.0401 -0.1574 -0.7718 -0.125 -0.061 0.109 0.1915
H 2.2368 -0.5397 0.9538 -0.120 -0.031 -0.151 0.2124